[1]
Formula: C82H82Ge2InN2P2S5
Source: OMol25
Level of theory: the ωB97M-V functional and the def2-TZVPD basis

```
176
Properties=species:S:1:pos:R:3:lowdin_charge:R:1
In -1.48 0.09 -1.08 0.2387
Ge 2.16 0.27 0.11 0.1851
Ge 0.12 0.15 2.36 0.1767
S 0.90 0.01 -1.76 0.2392
S -1.76 -0.53 1.35 0.2464
S 1.03 1.91 1.22 0.3182
S 1.73 -1.33 1.67 0.3346
S -5.71 2.55 -0.69 1.1188
P -1.50 -0.44 -4.16 1.0218
P -3.11 -2.22 -1.55 1.0204
N -4.60 0.32 0.27 0.0974
N -3.21 1.85 -0.82 0.0421
C 0.13 -0.91 -4.86 -0.4011
C -1.03 1.92 6.05 -0.0162
C 1.82 -0.78 -6.55 -0.0690
C -0.35 3.78 3.42 -0.2670
C -0.76 4.79 2.56 -0.0116
C 1.80 -5.89 4.18 -0.0418
C -2.83 -4.87 -0.70 -0.0918
C 0.01 -0.52 5.22 -0.2360
C -0.19 -0.26 6.57 -0.0115
C -1.91 -2.53 4.49 -0.0291
C 1.90 -2.53 -4.92 -0.0680
C 6.25 -0.45 -0.91 -0.0120
C -2.52 3.41 -6.47 -0.0632
C -0.84 -3.53 -0.61 -0.1100
C -0.44 -2.85 4.52 -0.2077
C 3.37 3.60 -0.38 -0.2526
C -4.84 4.91 -1.92 -0.0818
C 4.80 -1.76 0.54 -0.1895
C -3.27 3.12 -1.35 -0.3050
C -0.78 -5.82 0.07 -0.0614
C -1.23 2.74 3.73 -0.1659
C 0.82 6.05 -1.69 -0.0414
C 0.68 -0.27 -5.97 -0.0853
C -4.37 1.46 -0.38 -0.6780
C 5.60 -0.35 2.46 -0.0236
C -4.71 -2.73 0.69 -0.1114
C 2.87 -1.11 5.18 -0.0152
C 2.65 2.85 -2.57 -0.2315
C 5.21 -5.32 2.88 -0.0462
C -2.53 2.75 3.21 -0.2033
C 5.22 -1.68 1.87 -0.2318
C -0.29 0.47 4.29 -0.1992
C -0.13 -4.61 -0.12 -0.0564
C -4.70 -2.33 -0.64 -0.3967
C 1.85 -2.17 4.87 -0.2463
C -1.65 2.26 -4.56 -0.1075
C 6.57 0.65 -1.69 -0.0401
C 2.43 -1.92 -6.04 -0.0713
C 1.70 4.85 -1.60 -0.2587
C -1.92 1.03 -5.16 -0.3827
C 1.35 -4.48 4.37 -0.2547
C -5.88 -1.93 -1.25 -0.1051
C -0.69 0.95 6.99 -0.0415
C -2.21 3.90 -1.79 -0.0283
C -2.04 4.80 2.02 -0.2525
C 5.64 1.65 -1.87 -0.0133
C -5.91 -2.77 1.39 -0.0612
C -2.44 -1.77 -5.06 -0.3281
C -7.09 -2.41 0.76 -0.0723
C 0.49 -1.86 4.82 -0.1827
C -2.48 5.15 -2.31 -0.1042
C 2.79 1.93 -3.75 -0.0538
C 4.39 -2.98 0.01 -0.2286
C 1.78 3.93 -2.63 -0.0036
C -1.95 3.44 -5.21 -0.0637
C -2.48 5.95 1.16 -0.0334
C -7.08 -1.97 -0.55 -0.0752
C 3.91 -3.10 -1.41 -0.0225
C -2.19 -3.65 -0.90 -0.3754
C -3.54 1.71 3.60 -0.0272
C 4.38 1.55 -1.30 -0.2364
C -2.12 -5.95 -0.23 -0.0628
C -0.83 1.69 4.69 -0.2323
C -2.60 -3.05 -4.24 -0.2850
C -2.91 3.78 2.36 -0.0028
C 4.27 3.47 0.80 -0.0263
C 4.47 -4.12 0.80 -0.0064
C 2.50 4.67 -0.48 -0.0190
C -3.77 5.65 -2.39 -0.0707
C 5.30 -2.83 2.62 -0.0153
C 3.42 2.67 -1.43 -0.1754
C 4.06 0.43 -0.55 -0.2003
C -4.57 3.66 -1.40 -0.4598
C -2.50 1.01 -6.43 -0.0884
C -3.68 -2.90 -3.18 -0.3178
C 4.99 -0.57 -0.33 -0.2260
C 2.26 -3.47 4.64 -0.0076
C 0.76 -2.03 -4.32 -0.1521
C 0.98 3.84 4.10 -0.0417
C 0.00 -4.15 4.29 -0.0014
C 4.97 -4.07 2.09 -0.2641
C -2.79 2.19 -7.08 -0.0674
H -4.46 -2.24 -3.57 0.0730
H 3.52 2.35 -4.44 0.0963
H 5.67 -2.78 3.64 0.1224
H -4.43 2.19 3.98 0.0912
H 3.67 -1.16 4.44 0.0555
H -1.78 6.14 0.36 0.0560
H -3.14 1.04 4.36 0.0770
H -3.79 -3.01 1.18 0.1021
H -2.63 -6.90 -0.09 0.1102
H 0.20 0.61 -6.38 0.1028
H 1.84 1.83 -4.28 0.0604
H -0.85 1.14 8.04 0.1100
H -1.64 -3.33 -3.79 0.0879
H -5.89 -1.58 -2.27 0.1001
H -1.90 -1.99 -5.99 0.0983
H 3.31 -2.32 -6.52 0.1063
H 0.36 6.12 -2.67 0.0655
H 4.87 -5.22 3.91 0.0630
H -3.92 3.81 1.99 0.1157
H -5.91 -3.08 2.42 0.1114
H 5.94 -0.47 3.48 0.0814
H 6.27 -5.54 2.90 0.0890
H -3.94 6.64 -2.80 0.1124
H 2.46 5.40 0.31 0.1208
H -7.99 -1.66 -1.04 0.1106
H -1.76 4.39 -4.73 0.0925
H 4.70 -6.17 2.43 0.0744
H -3.89 -4.96 -0.91 0.1109
H 4.18 -5.07 0.37 0.1198
H -2.22 -2.10 5.44 0.0893
H 2.24 -0.30 -7.42 0.1085
H -3.81 -0.15 0.71 -0.0598
H 1.63 4.56 3.60 0.0780
H -3.22 2.17 -8.07 0.1094
H 5.89 2.54 -2.45 0.1282
H -1.46 2.86 6.37 0.1283
H 1.47 2.87 4.10 0.0656
H -1.19 3.54 -1.68 0.1130
H 3.13 0.94 -3.45 0.0631
H -2.54 6.85 1.77 0.0907
H 1.40 6.96 -1.52 0.0910
H 0.92 -4.51 0.12 0.0997
H 2.43 -0.12 5.17 0.0787
H -0.73 -4.92 4.07 0.1141
H 0.85 4.15 5.13 0.0923
H 2.94 -3.60 -1.44 0.0725
H 3.81 -2.12 -1.88 0.0697
H 2.22 -6.02 3.18 0.0712
H -3.46 5.76 0.73 0.0706
H 4.20 4.35 1.43 0.0828
H -8.03 -2.47 1.30 0.1090
H 0.97 -6.59 4.29 0.0766
H -0.07 5.59 2.33 0.1208
H 3.31 -3.70 4.69 0.1063
H -2.49 -3.43 4.31 0.0781
H 0.37 -2.49 -3.43 0.0767
H -2.77 4.33 -6.97 0.1086
H -5.85 5.29 -1.95 0.1140
H -2.89 -3.87 -4.92 0.1217
H 6.99 -1.22 -0.73 0.1305
H -4.13 -3.87 -2.95 0.0954
H 5.30 3.34 0.48 0.0909
H 4.00 2.59 1.40 0.0571
H 0.04 -1.04 7.29 0.1292
H 0.04 6.01 -0.92 0.0614
H -1.67 5.77 -2.66 0.0832
H -5.51 0.15 0.65 0.1056
H -1.19 2.27 -3.58 0.0689
H -2.71 0.07 -6.92 0.1012
H 6.39 0.12 1.88 0.0877
H -2.13 -1.81 3.71 0.0208
H 3.30 -1.29 6.16 0.0955
H -0.33 -2.58 -0.76 0.0416
H -3.43 -1.38 -5.31 0.0831
H 2.57 -6.14 4.90 0.0820
H 4.61 -3.70 -1.99 0.0921
H 2.38 -3.41 -4.50 0.1066
H -3.82 1.11 2.73 0.0388
H 7.55 0.72 -2.14 0.1107
H 1.17 4.05 -3.52 0.1149
H -0.23 -6.67 0.45 0.1079
H 4.74 0.32 2.45 0.0755
```

Summary:
Frontier orbital gap: 7.043 eV
LUMO: -3.038 eV
Largest force on an atom: 1.679 eV/Å
HOMO: -0.3705 Ha
Charge: +1

[2]
Formula: C84H105N21
Source: OMol25
Level of theory: the ωB97M-V functional and the def2-TZVPD basis

```
210
Properties=species:S:1:pos:R:3:lowdin_charge:R:1
N -22.35 -13.26 0.82 0.0163
N -23.86 -17.54 -1.79 0.0379
N -15.88 -21.46 5.48 0.0462
N -22.59 -19.28 -4.52 0.0372
N -22.05 -23.48 0.83 0.0364
N -18.11 -13.69 5.42 0.0226
N -23.85 -16.20 1.38 0.0137
N -23.21 -21.82 4.18 0.0378
N -16.12 -23.49 -3.43 0.0184
N -15.74 -20.80 -5.71 0.0332
N -19.00 -23.62 5.84 0.0488
N -18.17 -14.47 0.19 0.0458
N -16.16 -16.17 3.48 0.0385
N -18.81 -19.50 1.33 0.0563
N -17.09 -18.03 -3.83 0.0339
N -18.32 -15.47 7.92 0.0264
N -22.92 -16.40 5.72 0.0189
N -14.45 -19.84 2.76 0.0407
N -16.36 -21.88 0.13 0.0472
N -24.55 -20.53 -1.47 0.0214
N -21.75 -22.10 7.37 0.0581
C -23.86 -17.66 2.98 -0.1039
C -14.32 -23.77 -4.71 -0.1158
C -23.16 -24.22 0.87 -0.1898
C -16.47 -17.98 -2.61 -0.1627
C -20.71 -20.46 -4.06 -0.0724
C -14.48 -14.81 3.15 -0.1065
C -20.73 -21.19 7.54 -0.1627
C -19.29 -12.34 6.77 -0.0966
C -22.13 -17.41 6.20 -0.1766
C -23.33 -13.44 -0.09 -0.1682
C -17.81 -17.56 8.41 -0.1261
C -15.40 -18.66 -6.24 -0.1642
C -16.97 -15.53 7.96 -0.1504
C -16.92 -20.35 -6.23 -0.1172
C -18.19 -22.56 -0.89 -0.1386
C -19.97 -21.56 8.63 -0.1071
C -14.15 -18.86 1.82 -0.1102
C -14.99 -19.52 6.11 -0.1229
C -24.34 -22.17 4.89 -0.1197
C -22.31 -17.41 7.56 -0.1561
C -20.55 -22.77 9.14 -0.1229
C -23.58 -15.79 6.78 -0.1380
C -22.82 -12.72 1.96 -0.1035
C -22.07 -24.63 2.70 -0.1247
C -17.20 -21.59 -0.94 -0.1465
C -23.28 -24.99 1.98 -0.0751
C -24.58 -20.26 -0.10 -0.1146
C -21.69 -21.31 -4.72 -0.1163
C -15.58 -15.97 4.67 -0.2031
C -14.48 -15.17 4.56 -0.0704
C -17.94 -23.43 0.17 -0.0978
C -17.29 -17.39 -1.70 -0.1545
C -18.35 -17.51 -3.70 -0.1084
C -18.22 -13.46 1.13 -0.1451
C -25.18 -16.47 1.59 -0.1052
C -19.41 -14.15 5.38 -0.1609
C -22.69 -20.60 4.65 -0.1469
C -14.02 -20.54 6.43 -0.0954
C -19.71 -15.00 1.74 -0.1444
C -14.61 -21.72 6.03 -0.1286
C -16.12 -20.13 5.60 -0.1686
C -23.26 -20.21 0.29 -0.1303
C -14.82 -19.73 -5.63 -0.1090
C -17.86 -19.39 2.35 -0.0935
C -22.80 -15.97 -2.94 -0.1217
C -24.06 -16.24 -3.56 -0.0985
C -13.36 -20.88 1.10 -0.1165
C -20.15 -13.25 6.11 -0.1303
C -19.19 -13.72 2.08 -0.1133
C -24.65 -17.28 -2.85 -0.1539
C -16.77 -23.02 0.76 -0.1224
C -23.02 -16.87 2.18 -0.1297
C -23.25 -20.85 -1.85 -0.1256
C -21.33 -23.75 1.94 -0.1580
C -22.84 -20.54 -5.01 -0.1410
C -24.19 -12.54 1.73 -0.1100
C -22.43 -20.60 -0.79 -0.1299
C -19.16 -15.37 0.57 -0.1391
C -18.10 -23.07 3.87 -0.1710
C -23.57 -20.15 5.58 -0.1472
C -18.49 -17.16 -2.34 -0.1277
C -16.65 -16.82 8.31 -0.1461
C -16.72 -19.01 -6.61 -0.1420
C -24.56 -21.15 5.82 -0.0941
C -15.48 -24.23 -5.47 -0.0953
C -23.28 -16.43 7.96 -0.0831
C -16.58 -24.06 -4.61 -0.1176
C -13.93 -21.02 2.35 -0.1655
C -15.51 -15.44 2.50 -0.1389
C -18.88 -16.72 8.17 -0.0962
C -18.05 -24.62 5.50 -0.0986
C -17.57 -24.31 4.25 -0.1297
C -19.78 -18.26 2.92 -0.0854
C -19.96 -18.89 1.68 -0.1333
C -25.19 -17.40 2.59 -0.1070
C -18.96 -22.60 4.86 -0.1017
C -18.45 -18.64 3.35 -0.1103
C -13.54 -19.48 0.76 -0.1085
C -18.00 -12.64 6.29 -0.1307
C -24.53 -12.95 0.43 -0.0891
C -21.36 -19.25 -3.98 -0.1693
C -21.64 -23.05 8.39 -0.1306
C -22.76 -16.73 -1.83 -0.1658
C -14.80 -23.31 -3.51 -0.1857
H -23.56 -19.19 6.03 0.0685
H -15.53 -24.77 -6.42 0.0925
H -13.13 -20.37 7.03 0.0938
H -24.04 -14.86 6.51 0.1001
H -21.32 -20.56 -0.92 0.1083
H -16.35 -14.71 7.71 0.0943
H -16.49 -22.20 5.14 0.0913
H -24.90 -12.21 2.47 0.0814
H -17.08 -17.40 -0.63 0.0883
H -17.80 -20.98 -6.40 0.1138
H -17.66 -14.33 -0.67 0.1430
H -23.73 -20.82 -5.54 0.1059
H -22.50 -21.90 6.76 0.0704
H -23.43 -18.18 3.79 0.0409
H -19.03 -17.63 -4.50 0.0919
H -13.84 -20.03 -5.21 0.1203
H -15.58 -21.76 -5.35 0.1004
H -13.10 -18.94 -0.06 0.0840
H -20.78 -18.87 1.07 0.0632
H -16.99 -16.64 3.28 0.0834
H -25.46 -12.85 -0.10 0.0923
H -24.07 -18.29 -1.09 0.1172
H -17.57 -12.54 0.93 0.1402
H -15.55 -18.60 -2.44 0.1237
H -19.92 -16.88 8.42 0.0871
H -21.44 -13.58 0.74 0.0872
H -13.27 -23.89 -4.96 0.0915
H -18.59 -24.19 0.50 0.0853
H -22.01 -16.88 -1.08 0.1004
H -23.56 -15.42 0.81 0.0830
H -18.50 -19.98 0.49 0.1163
H -20.41 -23.27 2.25 0.0953
H -24.05 -25.71 2.26 0.0961
H -22.08 -15.25 -3.20 0.0836
H -20.53 -20.29 6.92 0.1169
H -12.79 -21.55 0.47 0.0929
H -15.01 -17.68 -6.40 0.1011
H -26.17 -17.70 2.90 0.0948
H -15.93 -16.52 5.52 0.0894
H -21.75 -24.97 3.67 0.0893
H -25.51 -17.88 -2.98 0.0997
H -22.13 -12.47 2.76 0.1063
H -15.83 -15.49 1.46 0.1049
H -13.65 -15.00 5.25 0.0972
H -19.69 -20.57 -3.75 0.0777
H -19.13 -21.00 8.96 0.0758
H -17.44 -18.36 -7.13 0.1098
H -23.79 -24.32 -0.04 0.1263
H -21.95 -16.77 2.01 0.0783
H -18.88 -14.66 7.72 0.1016
H -21.90 -22.87 0.06 0.1135
H -17.64 -24.22 -4.74 0.1032
H -22.98 -21.13 -2.83 0.0564
H -15.61 -17.15 8.39 0.0958
H -17.05 -19.72 5.31 0.0754
H -16.64 -23.14 -2.66 0.0847
H -13.82 -14.09 2.67 0.0891
H -23.24 -18.52 -4.54 0.1118
H -20.21 -23.37 9.98 0.0999
H -22.68 -22.57 3.77 0.0870
H -25.48 -20.06 0.48 0.1161
H -19.29 -13.12 2.97 0.0843
H -22.28 -23.84 8.50 0.0836
H -19.33 -23.52 6.80 0.1133
H -19.52 -11.50 7.36 0.0790
H -21.07 -18.30 -3.63 0.0810
H -21.60 -18.02 5.49 0.0865
H -15.50 -21.37 0.30 0.1020
H -14.23 -22.94 -2.58 0.1386
H -17.00 -12.26 6.53 0.1174
H -25.34 -20.96 6.53 0.0912
H -16.84 -24.91 3.74 0.0912
H -17.98 -18.34 4.25 0.0625
H -19.06 -22.63 -1.51 0.0912
H -22.81 -20.03 1.27 0.0885
H -19.78 -14.95 4.77 0.1013
H -21.81 -20.16 4.15 0.1091
H -25.37 -20.81 -1.98 0.1406
H -17.06 -20.83 -1.63 0.0888
H -23.19 -13.68 -1.14 0.1056
H -16.26 -23.36 1.65 0.1053
H -19.66 -21.78 4.90 0.0916
H -24.86 -23.14 4.84 0.1212
H -23.64 -16.15 9.00 0.1188
H -14.36 -17.82 1.97 0.0915
H -17.83 -25.48 6.12 0.1068
H -19.44 -16.81 -1.89 0.0725
H -20.47 -15.46 2.31 0.0588
H -24.47 -15.75 -4.43 0.0861
H -25.93 -15.99 1.01 0.1071
H -18.01 -18.62 8.53 0.0841
H -21.92 -18.20 8.20 0.0918
H -21.22 -13.27 6.32 0.0983
H -20.53 -17.83 3.56 0.0624
H -19.30 -16.28 0.02 0.0706
H -13.78 -21.81 3.07 0.1069
H -14.17 -22.73 6.06 0.1107
H -22.99 -16.04 4.77 0.1303
H -17.28 -14.19 5.10 0.1190
H -17.97 -22.60 2.91 0.0641
H -21.68 -22.37 -4.92 0.0843
H -16.60 -18.26 -4.70 0.0637
H -16.97 -19.91 2.25 0.0676
H -14.77 -19.71 3.71 0.0988
H -14.86 -18.39 6.22 0.0980
```

Summary:
Frontier orbital gap: 8.232 eV
LUMO: 0.442 eV
Largest force on an atom: 4.035 eV/Å
HOMO: -0.2863 Ha

Q: What is the HOMO in the first record?
A: -0.3705 Ha

Q: Which of these has the lowest LUMO?
A: C82H82Ge2InN2P2S5

Q: Among the records above, which one has the lowest HOMO?
A: C82H82Ge2InN2P2S5

Q: largest force on an atom of number 1 (C82H82Ge2InN2P2S5)?
A: 1.679 eV/Å